{
  "formula": "C34H44FN3O6Se3TeZr",
  "method": "the ωB97M-V functional and the def2-TZVPD basis",
  "species": ["Zr", "C", "C", "C", "C", "C", "C", "C", "N", "C", "C", "C", "C", "C", "C", "O", "C", "C", "C", "C", "C", "C", "C", "C", "C", "O", "C", "C", "C", "C", "C", "C", "H", "H", "H", "H", "H", "H", "H", "H", "H", "H", "H", "H", "H", "H", "H", "H", "H", "H", "H", "H", "H", "H", "H", "H", "H", "H", "H", "H", "H", "H", "H", "H", "H", "H", "H", "H", "H", "H", "H", "H", "Se", "Se", "Te", "Se", "F", "C", "C", "N", "C", "C", "O", "O", "C", "O", "N", "C", "O", "H", "H", "H", "H"],
  "coordinates": [[-0.754, -0.626, -2.601], [5.059, -0.910, 2.400], [3.537, -0.818, 2.552], [3.034, -1.897, 3.523], [3.196, 0.555, 3.142], [2.858, -1.058, 1.214], [2.053, -0.118, 0.626], [1.337, -0.455, -0.530], [0.495, 0.315, -1.235], [-0.212, 1.411, -0.891], [-0.455, 1.870, 0.403], [-1.239, 2.988, 0.584], [-1.595, 3.721, -0.554], [-1.403, 3.300, -1.864], [-0.835, 2.026, -2.044], [-0.789, 1.302, -3.153], [-1.794, 4.256, -2.983], [-3.198, 4.827, -2.741], [-0.762, 5.397, -2.956], [-1.781, 3.621, -4.373], [-1.764, 3.308, 1.969], [-0.652, 3.215, 3.020], [-2.388, 4.700, 2.061], [-2.838, 2.246, 2.250], [1.504, -1.740, -1.162], [0.776, -1.941, -2.231], [2.440, -2.652, -0.622], [3.039, -2.296, 0.566], [2.743, -3.957, -1.344], [3.779, -4.811, -0.609], [3.295, -3.628, -2.738], [1.450, -4.775, -1.469], [5.537, -0.793, 3.370], [5.420, -0.125, 1.740], [5.360, -1.868, 1.986], [3.401, -1.695, 4.526], [3.372, -2.888, 3.230], [1.946, -1.902, 3.541], [3.666, 0.655, 4.118], [2.122, 0.665, 3.273], [3.560, 1.363, 2.509], [1.960, 0.884, 1.012], [-0.105, 1.265, 1.222], [-2.093, 4.664, -0.420], [-3.213, 5.525, -1.910], [-3.906, 4.026, -2.541], [-3.524, 5.365, -3.627], [-0.726, 5.865, -1.975], [-1.027, 6.152, -3.691], [0.232, 5.019, -3.189], [-2.551, 2.849, -4.450], [-0.809, 3.188, -4.600], [-1.991, 4.389, -5.116], [0.164, 3.892, 2.773], [-0.247, 2.211, 3.096], [-1.038, 3.487, 4.000], [-1.660, 5.467, 1.810], [-2.735, 4.881, 3.075], [-3.244, 4.793, 1.401], [-2.422, 1.248, 2.139], [-3.652, 2.344, 1.536], [-3.231, 2.353, 3.256], [3.708, -2.997, 1.032], [4.724, -4.283, -0.512], [3.968, -5.722, -1.172], [3.420, -5.093, 0.377], [4.202, -3.033, -2.665], [2.566, -3.074, -3.325], [3.537, -4.542, -3.275], [1.058, -5.000, -0.477], [1.639, -5.715, -1.983], [0.698, -4.228, -2.035], [1.379, -0.215, -4.268], [-0.278, -1.544, -5.064], [-2.508, -0.270, -5.041], [-3.668, 0.099, -2.940], [-4.825, -3.553, 3.536], [-3.759, -3.045, 2.904], [-3.467, -3.454, 1.656], [-2.360, -3.019, 0.988], [-2.086, -3.455, -0.362], [-1.906, -2.275, -1.309], [-1.765, -2.495, -2.543], [-1.846, -1.108, -0.875], [-1.460, -2.151, 1.587], [-0.398, -1.857, 1.087], [-1.852, -1.685, 2.816], [-2.945, -2.059, 3.603], [-3.117, -1.589, 4.696], [-4.098, -4.172, 1.157], [-2.889, -4.097, -0.729], [-1.142, -4.016, -0.408], [-1.231, -1.003, 3.238]],
  "mulliken_charge": [-1.1452, -1.7910, 2.0346, -1.5000, -2.1165, -0.0434, -0.6317, -0.7504, 0.3167, 0.7328, -1.1170, 0.0841, -0.7023, -0.2783, 1.3040, -0.7094, 2.0353, -1.7884, -1.6871, -1.8332, 2.3774, -1.7616, -2.2999, -1.4506, 1.8020, -0.5279, -0.5088, -0.4526, 2.2896, -2.3572, -1.5742, -1.6332, 0.4694, 0.3993, 0.3040, 0.4836, 0.3538, 0.1662, 0.4794, 0.3873, 0.3913, 1.1294, 0.3407, 0.5659, 0.3989, 0.3325, 0.4936, 0.3055, 0.4596, 0.3579, 0.1318, 0.3259, 0.5469, 0.3793, 0.2227, 0.5221, 0.4271, 0.4585, 0.4172, 0.0779, 0.3853, 0.4822, 0.5879, 0.4262, 0.4525, 0.4133, 0.3186, 0.2139, 0.4687, 0.2935, 0.5649, 0.2191, -0.1861, -0.3025, -0.1206, -0.4535, -0.3117, 0.0903, 0.1554, 0.1976, -0.7959, 1.2986, -0.4160, -0.1125, 0.0381, -0.0712, -0.0596, 0.4094, -0.6345, 0.4179, 0.5020, -0.2552, 0.1392],
  "e_lumo_ha": -0.101,
  "spin_multiplicity": 1,
  "homo_ev": -6.78,
  "total_charge": 0,
  "homo_lumo_gap_ev": 4.02,
  "de_lowest_ev": 0.000
}